No. 1
Entry from the Open Molecules 2025 dataset: a gas-phase ion, C7H11N2 (charge +1) at a distorted geometry (wB97M-V/def2-TZVPD).

The total energy comes out at -382.462201 Ha. As for the molecular weight: 123.2 g mol⁻¹. The HOMO-LUMO gap comes out at 9.01 eV.

ORCA input file:
```
! RIJCOSX wB97M-V def2-TZVPD def2/J DEFGRID3
* xyz 1 1
C -1.638 -1.155 -0.093
C 2.032 -0.155 -0.315
C 0.998 -1.303 -0.276
C 1.223 1.158 -0.480
C -2.501 0.999 -0.316
C -0.273 -0.619 0.171
C -0.121 0.848 0.093
N -2.544 -0.313 -0.310
N -0.098 0.184 1.413
H -1.831 -2.215 -0.180
H 2.610 -0.122 0.610
H 2.738 -0.294 -1.128
H 0.840 -1.716 -1.272
H 1.301 -2.116 0.382
H 1.708 2.005 -0.001
H 1.084 1.401 -1.533
H -2.826 1.546 0.557
H -2.610 1.497 -1.269
H -0.886 0.295 2.046
H 0.793 0.076 1.900
*
```

Atom charges from the Löwdin analysis, given in e for atoms 1 to 6: 0.01, -0.15, -0.08, -0.12, 0.10, -0.34

***

No. 2
Entry from the Open Molecules 2025 dataset: a molecular structure, C17H27O13Rb at a distorted geometry (wB97M-V/def2-TZVPD).

The total energy comes out at -1666.173450 Ha. As for the molecular weight: 524.9 g mol⁻¹. The HOMO-LUMO gap comes out at 5.60 eV.

ORCA input file:
```
! RIJCOSX wB97M-V def2-TZVPD def2/J DEFGRID3
* xyz 0 1
Rb -3.539 -17.224 -18.406
C -5.586 -19.117 -15.525
O -4.614 -19.064 -16.475
H -5.282 -19.518 -14.527
H -6.090 -18.153 -15.303
H -6.397 -19.858 -15.742
C -0.634 -19.709 -14.176
C -0.534 -20.816 -15.201
C -1.568 -20.749 -16.358
O -0.750 -20.748 -17.536
C 0.564 -20.721 -17.222
O 1.437 -20.585 -18.018
O 0.725 -20.811 -15.888
H -0.024 -18.854 -14.480
H -0.368 -19.979 -13.158
H -1.657 -19.322 -14.188
H -0.619 -21.798 -14.733
H -2.123 -19.818 -16.363
H -2.170 -21.650 -16.308
C -7.687 -22.998 -15.277
C -6.741 -23.864 -14.443
C -6.553 -25.304 -14.916
O -5.235 -25.292 -15.513
C -4.590 -24.151 -15.206
O -3.475 -23.890 -15.528
O -5.418 -23.301 -14.570
H -8.307 -22.362 -14.654
H -8.270 -23.603 -15.976
H -7.092 -22.387 -15.958
H -6.971 -23.771 -13.383
H -7.229 -25.685 -15.674
H -6.457 -26.006 -14.086
C -9.275 -17.962 -13.769
C -10.265 -17.088 -13.072
C -10.086 -16.911 -11.564
O -10.498 -15.566 -11.348
C -10.490 -14.897 -12.525
O -10.772 -13.750 -12.645
O -10.275 -15.741 -13.564
H -9.383 -19.031 -13.566
H -8.236 -17.831 -13.450
H -9.346 -17.850 -14.850
H -11.271 -17.491 -13.232
H -9.059 -17.146 -11.270
H -10.741 -17.559 -10.987
C -5.669 -23.959 -10.235
C -5.934 -22.479 -10.319
C -5.025 -21.658 -11.253
O -5.925 -21.137 -12.229
C -7.207 -21.336 -11.839
O -8.144 -20.851 -12.381
O -7.254 -22.236 -10.839
H -6.032 -24.453 -11.149
H -6.288 -24.448 -9.483
H -4.617 -24.220 -10.155
H -5.950 -22.081 -9.301
H -4.378 -22.361 -11.777
H -4.511 -20.862 -10.726
*
```

Atom charges from the Löwdin analysis, given in e for atoms 1 to 6: 0.91, -0.44, -0.56, 0.04, 0.04, 0.04

***

No. 3
Entry from the Open Molecules 2025 dataset: C8H13P in the gas phase at a distorted geometry (wB97M-V/def2-TZVPD).

The total energy comes out at -653.789986 Ha. As for the molecular weight: 140.2 g mol⁻¹. The HOMO-LUMO gap comes out at 9.01 eV.

ORCA input file:
```
! RIJCOSX wB97M-V def2-TZVPD def2/J DEFGRID3
* xyz 0 1
C 1.394 1.579 -0.543
C 2.132 0.348 -0.773
C 0.170 1.696 -0.002
C 1.505 -0.777 -0.850
C -0.600 0.553 0.549
C -0.627 -0.629 -0.378
C 0.141 0.241 1.945
C -1.293 -1.889 0.073
P -1.076 -0.199 -2.079
H 1.926 2.447 -0.945
H 3.222 0.410 -0.918
H -0.235 2.617 0.251
H 1.833 -1.829 -0.822
H -1.680 0.781 0.674
H -0.339 -0.433 2.643
H 0.104 1.119 2.555
H 1.059 -0.250 1.659
H -2.199 -1.627 0.517
H -0.698 -2.375 0.696
H -1.468 -2.600 -0.697
H -0.890 1.090 -1.635
H -2.381 -0.275 -1.919
*
```

Atom charges from the Löwdin analysis, given in e for atoms 1 to 6: -0.12, -0.20, -0.15, 0.02, -0.39, -0.57

***

No. 4
Entry from the Open Molecules 2025 dataset: a molecular structure, C12H11F9N2RuTe4 at a distorted geometry (wB97M-V/def2-TZVPD).

The total energy comes out at -2639.039759 Ha. As for the molecular weight: 965.7 g mol⁻¹. The HOMO-LUMO gap (alpha / beta) comes out at 6.26 / 4.94 eV.

ORCA input file:
```
! RIJCOSX wB97M-V def2-TZVPD def2/J DEFGRID3
* xyz 0 5
Ru 7.425 8.135 8.770
C 7.630 8.948 5.735
N 8.534 8.480 6.778
C 9.317 7.247 6.326
C 9.464 9.631 7.183
C 10.129 9.360 8.494
N 9.388 8.279 9.232
C 10.109 7.797 10.302
C 9.665 7.918 11.647
F 8.344 8.111 11.948
C 10.518 7.585 12.672
F 10.043 7.588 13.896
C 11.829 7.196 12.413
C 12.197 6.907 11.087
F 13.423 6.434 10.842
C 11.349 7.114 10.029
F 11.674 6.678 8.783
H 8.183 8.990 4.761
H 7.235 9.932 6.019
H 6.749 8.312 5.515
H 10.042 7.603 5.628
H 8.606 6.544 5.899
H 9.806 6.749 7.197
H 8.701 10.477 7.242
H 10.063 9.856 6.279
H 10.092 10.347 9.068
H 11.194 8.988 8.340
H 12.525 6.966 13.223
Te 4.971 8.432 8.063
Te 4.302 10.951 7.327
Te 6.806 12.097 8.277
Te 7.277 10.263 10.275
F 6.965 5.803 10.450
C 7.380 6.084 9.143
F 8.660 5.508 9.088
C 6.381 5.213 8.262
F 5.060 5.536 8.552
F 6.480 5.522 6.912
F 6.540 3.929 8.430
*
```

Atom charges from the Löwdin analysis, given in e for atoms 1 to 6: 0.60, -0.17, -0.35, -0.03, -0.22, -0.22

***

Q: The highest molecular weight belongs to which entry?
A: C12H11F9N2RuTe4

***

Q: Among the records above, which one has the lowest molecular weight?
A: C7H11N2